# C3H9N3S

A single C3H9N3S molecule (the ωB97M-V functional and the def2-TZVPD basis, the OMol25 dataset).

Element x y z (Å)
C  1.041  -1.066  -0.832
N  0.516  -0.017  -0.165
C  1.300  0.454  0.988
N  -0.614  -0.435  0.356
C  -1.738  0.221  0.026
N  -1.594  1.365  -0.658
S  -3.287  -0.573  0.222
H  1.764  -0.554  -1.702
H  1.707  -1.745  -0.099
H  0.134  -1.730  -1.266
H  2.220  0.958  0.538
H  0.541  1.177  1.415
H  1.480  -0.350  1.736
H  -0.552  -1.439  0.778
H  -2.276  1.990  -0.800
H  -0.642  1.745  -0.538

Values from the calculation:
highest occupied orbital energy	-7.869	eV
spin multiplicity	1
SMILES	CN(C)NC(N)=S
maximum force	0.1252	hartree/bohr
frontier orbital gap	8.479	eV

***

# C4H11N2

A molecular structure, C4H11N2 (the ωB97M-V functional and the def2-TZVPD basis, the OMol25 dataset).

Element x y z (Å)
C  0.761  1.439  1.288
C  -0.208  -1.891  -2.038
C  -0.842  -0.702  -1.264
C  0.062  -0.732  0.568
N  0.445  2.647  1.683
N  -0.096  0.494  1.268
H  1.730  1.122  1.275
H  -0.196  -1.608  -3.095
H  0.907  -2.000  -1.642
H  -0.690  -2.854  -1.869
H  -1.914  -0.830  -1.157
H  -0.371  0.164  -1.643
H  -0.512  -1.523  1.151
H  1.133  -0.954  0.438
H  1.230  3.233  1.900
H  -0.320  3.206  1.691
H  -1.120  0.788  1.445

Values from the calculation:
highest occupied orbital energy	-13.456	eV
spin multiplicity	1
maximum force	0.0902	hartree/bohr
frontier orbital gap	9.661	eV
charge	+1

***

# C7H16O2

A molecular structure, C7H16O2 (the ωB97M-V functional and the def2-TZVPD basis, the OMol25 dataset).

Element x y z (Å)
C  0.644  1.111  -0.172
C  -0.106  0.156  0.801
C  -0.993  -2.561  1.074
C  -0.002  1.058  -1.562
C  0.586  2.542  0.377
C  2.104  0.650  -0.265
C  -1.512  -2.962  -0.200
O  -0.050  -1.142  0.321
O  -1.450  0.569  1.049
H  -1.913  0.590  0.202
H  0.373  0.208  1.787
H  -1.643  -2.034  1.764
H  -0.152  -3.093  1.507
H  -1.026  1.440  -1.549
H  0.559  1.682  -2.260
H  -0.016  0.038  -1.946
H  1.110  3.225  -0.294
H  1.060  2.602  1.359
H  -0.444  2.882  0.483
H  2.670  1.314  -0.921
H  2.579  0.663  0.719
H  2.165  -0.364  -0.657
H  -1.081  -3.849  -0.650
H  -0.889  -1.920  -0.600
H  -2.574  -2.806  -0.367

Values from the calculation:
highest occupied orbital energy	-9.428	eV
spin multiplicity	1
maximum force	0.0505	hartree/bohr
frontier orbital gap	10.295	eV

***

# C5H14O3

3 unconnected molecules or ions with the total composition C5H14O3 (the ωB97M-V functional and the def2-TZVPD basis, the OMol25 dataset).

Element x y z (Å)
C  -2.125  -1.763  0.149
C  -0.604  -1.719  0.304
C  0.083  -0.967  -0.820
C  1.536  -0.639  -0.506
C  2.112  0.210  -1.627
O  1.953  1.406  -1.620
H  -2.362  -2.056  -0.882
H  -2.556  -0.773  0.282
H  -2.593  -2.536  0.755
H  -0.418  -1.350  1.321
H  -0.171  -2.720  0.424
H  -0.127  -1.504  -1.747
H  -0.469  -0.032  -0.982
H  1.582  -0.068  0.419
H  2.134  -1.549  -0.448
H  2.600  -0.371  -2.426
O  0.832  2.345  0.772
H  0.763  3.295  0.606
H  1.208  2.026  -0.070
O  -1.503  3.050  2.016
H  -1.172  2.168  2.225
H  -0.703  3.547  1.856

Values from the calculation:
highest occupied orbital energy	-10.402	eV
spin multiplicity	1
SMILES	CCCCC=O.O.O
maximum force	0.0307	hartree/bohr
frontier orbital gap	11.140	eV

***

# C3H8Si

2 unconnected molecules or ions with the total composition C3H8Si (the ωB97M-V functional and the def2-TZVPD basis, the OMol25 dataset).

Element x y z (Å)
C  1.897  -1.162  -0.595
C  0.768  -1.393  0.120
C  0.280  -0.656  1.206
Si  -1.666  1.655  -0.406
H  2.283  -2.029  -1.192
H  2.502  -0.355  -0.606
H  0.126  -2.312  0.127
H  0.846  0.248  1.478
H  -0.297  -1.128  1.934
H  -0.556  2.692  -0.352
H  -2.771  1.272  0.483
H  -1.423  0.703  -1.436

Values from the calculation:
highest occupied orbital energy (spin up / spin down)	-7.927 / -7.005	eV
spin multiplicity	1
maximum force	0.0938	hartree/bohr
frontier orbital gap (spin up / spin down)	7.739 / 6.605	eV

***

# C5H10BrP

2 unconnected molecules or ions with the total composition C5H10BrP (the ωB97M-V functional and the def2-TZVPD basis, the OMol25 dataset).

Element x y z (Å)
C  1.430  -0.394  -1.417
C  1.328  0.157  -0.222
C  -2.080  1.156  -0.366
C  -1.634  -1.383  0.742
C  2.268  0.660  0.802
P  -0.990  0.348  0.974
Br  4.244  0.231  0.464
H  0.702  -1.006  -2.094
H  2.382  -0.200  -1.971
H  -3.052  0.863  0.061
H  -1.875  0.784  -1.400
H  -1.848  2.232  -0.420
H  -1.704  -1.661  -0.281
H  -2.625  -1.565  1.305
H  -0.970  -2.072  1.214
H  2.191  0.199  1.720
H  2.231  1.651  0.893

Values from the calculation:
highest occupied orbital energy	-8.309	eV
spin multiplicity	1
maximum force	0.0808	hartree/bohr
frontier orbital gap	8.155	eV

***

# C2H8N3O2

2 unconnected molecules or ions with the total composition C2H8N3O2 (the ωB97M-V functional and the def2-TZVPD basis, the OMol25 dataset).

Element x y z (Å)
C  0.854  -1.380  -0.171
C  0.872  1.277  0.116
N  -1.820  -1.034  0.342
N  0.217  -0.069  0.039
N  -0.999  -0.121  0.181
O  -3.042  -0.686  -0.097
O  -1.784  1.836  -0.091
H  0.657  -2.159  0.579
H  0.222  -1.801  -1.050
H  1.971  -1.126  -0.376
H  1.223  1.488  -0.908
H  0.102  2.015  0.421
H  1.858  1.275  0.721
H  -3.600  -1.319  0.221
H  -2.691  1.981  0.062

Values from the calculation:
highest occupied orbital energy (spin up / spin down)	-14.573 / -14.559	eV
spin multiplicity	1
maximum force	0.1049	hartree/bohr
frontier orbital gap (spin up / spin down)	6.999 / 6.988	eV
charge	+1

***

# C3H7BrN

A gas-phase ion, C3H7BrN (charge +1) (the ωB97M-V functional and the def2-TZVPD basis, the OMol25 dataset).

Element x y z (Å)
C  -1.054  -1.664  -0.205
C  -0.371  -0.796  0.539
C  0.538  0.181  -0.261
N  0.236  1.568  0.022
Br  2.518  -0.018  -0.010
H  -1.676  -2.429  0.377
H  -0.789  -1.895  -1.182
H  -0.146  -0.698  1.611
H  0.250  -0.198  -1.239
H  0.347  1.731  1.026
H  0.842  2.371  -0.421
H  -0.693  1.848  -0.256

Values from the calculation:
highest occupied orbital energy	-14.686	eV
spin multiplicity	1
SMILES	C=C[C@@H]([NH3+])Br
maximum force	0.0930	hartree/bohr
frontier orbital gap	10.579	eV
charge	+1

***

# C4H4N2O3S

A single C4H4N2O3S molecule (the ωB97M-V functional and the def2-TZVPD basis, the OMol25 dataset).

Element x y z (Å)
C  -0.482  0.634  -0.477
C  -0.533  0.217  -1.871
C  1.053  -1.231  0.063
C  1.316  -1.567  1.457
N  -0.123  -1.102  -1.975
N  0.441  -1.403  -0.909
O  -1.113  0.808  -2.748
O  -1.768  2.252  1.119
O  -0.769  3.771  -0.395
S  -1.108  2.398  -0.157
H  -1.096  0.223  0.560
H  2.380  -1.654  1.634
H  1.111  -2.546  1.759
H  0.691  -0.801  1.938

Values from the calculation:
highest occupied orbital energy (spin up / spin down)	-9.310 / -9.310	eV
spin multiplicity	1
maximum force	0.1125	hartree/bohr
frontier orbital gap (spin up / spin down)	7.287 / 7.288	eV

***

# CH6BN

A molecular structure, CH6BN (the ωB97M-V functional and the def2-TZVPD basis, the OMol25 dataset).

Element x y z (Å)
B  0.301  1.160  -0.637
C  -0.489  -0.775  0.566
N  0.505  -0.218  -0.305
H  0.909  1.780  -1.446
H  -0.492  1.578  0.045
H  -0.885  -1.675  0.123
H  0.064  -1.131  1.770
H  -1.159  0.023  0.675
H  1.246  -0.741  -0.792

Values from the calculation:
highest occupied orbital energy	-9.724	eV
spin multiplicity	1
maximum force	0.1030	hartree/bohr
frontier orbital gap	10.596	eV

***

# C31H67FN10O8P4

4 unconnected molecules or ions with the total composition C31H67FN10O8P4 (the ωB97M-V functional and the def2-TZVPD basis, the OMol25 dataset).

Element x y z (Å)
C  -1.060  -2.221  -1.887
C  -1.186  -3.159  -3.231
P  -1.721  -2.201  -4.768
C  -2.243  -3.492  -6.079
C  -3.096  -2.872  -7.296
C  -0.306  -1.233  -5.564
C  1.073  -1.582  -5.590
O  1.519  -2.796  -4.909
C  2.068  -2.413  -3.637
N  2.407  -1.830  -2.624
C  2.212  -0.705  -6.343
O  3.323  -1.286  -6.506
C  1.836  0.752  -6.847
C  2.834  1.854  -7.427
C  4.386  1.519  -7.265
O  5.165  1.975  -6.397
O  4.947  0.633  -8.267
C  0.441  1.108  -6.815
F  0.036  2.415  -7.256
C  -0.723  0.139  -6.321
O  -1.931  0.443  -6.564
H  -0.384  -1.314  -2.046
H  -2.127  -1.928  -1.547
H  -0.672  -2.945  -1.068
H  -0.256  -3.814  -3.353
H  -2.062  -3.897  -2.987
H  -2.857  -4.280  -5.499
H  -1.252  -3.980  -6.439
H  -2.602  -3.230  -8.277
H  -4.149  -3.341  -7.270
H  -3.166  -1.730  -7.303
H  2.652  2.864  -6.889
H  2.598  2.063  -8.543
H  5.202  -0.223  -7.843
C  0.720  -0.033  3.093
N  0.314  0.662  1.885
C  0.596  -0.170  0.713
P  -1.168  1.509  1.737
O  -2.063  0.289  2.026
N  -1.674  2.405  3.115
C  -1.051  2.330  4.418
C  -3.125  2.465  3.292
N  -0.172  2.923  1.350
C  1.196  3.212  1.730
C  -0.853  4.038  0.710
H  1.735  -0.435  2.983
H  0.046  -0.854  3.354
H  0.803  0.643  3.942
H  0.741  0.467  -0.167
H  -0.228  -0.860  0.501
H  1.511  -0.756  0.825
H  -1.162  1.329  4.863
H  -1.496  3.051  5.113
H  0.005  2.598  4.382
H  -3.512  1.559  3.774
H  -3.629  2.575  2.328
H  -3.413  3.330  3.898
H  1.417  2.933  2.761
H  1.424  4.280  1.649
H  1.898  2.690  1.073
H  -1.125  4.803  1.445
H  -1.771  3.701  0.220
H  -0.231  4.497  -0.065
C  4.699  6.404  4.404
N  5.069  5.286  5.253
C  4.325  5.350  6.514
P  5.234  3.681  4.678
O  3.787  3.559  4.166
N  5.963  3.500  3.132
C  6.253  4.591  2.228
C  5.450  2.371  2.354
N  6.891  3.765  5.303
C  7.737  4.922  5.506
C  7.580  2.495  5.478
H  4.731  7.344  4.971
H  3.702  6.293  3.970
H  5.421  6.563  3.605
H  4.890  4.843  7.304
H  3.346  4.865  6.429
H  4.168  6.376  6.854
H  5.333  5.087  1.883
H  6.790  4.239  1.340
H  6.918  5.328  2.677
H  4.508  2.621  1.850
H  5.268  1.508  3.000
H  6.173  2.052  1.598
H  7.659  5.651  4.698
H  8.795  4.645  5.565
H  7.489  5.423  6.447
H  8.231  2.282  4.623
H  6.863  1.675  5.568
H  8.184  2.488  6.392
C  -6.372  -3.684  -2.193
N  -6.130  -5.001  -1.631
C  -6.050  -5.994  -2.705
P  -4.992  -5.299  -0.385
O  -3.775  -4.777  -1.172
N  -4.898  -4.113  0.855
C  -5.552  -2.824  0.811
C  -3.557  -3.939  1.419
N  -6.360  -5.956  0.531
C  -7.771  -5.649  0.419
C  -6.030  -6.792  1.675
H  -7.194  -3.721  -2.919
H  -5.490  -3.267  -2.687
H  -6.725  -2.980  -1.441
H  -6.332  -6.980  -2.320
H  -5.036  -6.065  -3.114
H  -6.734  -5.774  -3.528
H  -5.157  -2.196  -0.002
H  -5.412  -2.275  1.749
H  -6.633  -2.918  0.706
H  -2.935  -3.291  0.791
H  -3.050  -4.903  1.516
H  -3.605  -3.506  2.422
H  -7.962  -4.585  0.271
H  -8.320  -5.935  1.322
H  -8.223  -6.199  -0.412
H  -6.069  -6.214  2.605
H  -5.021  -7.202  1.577
H  -6.710  -7.645  1.760

Values from the calculation:
highest occupied orbital energy	-7.448	eV
spin multiplicity	1
SMILES	CCP(CC)C1=C(OC#N)C(=O)C(CC(=O)O)=C(F)C1=O.CN(C)P(=O)(N(C)C)N(C)C.CN(C)P(=O)(N(C)C)N(C)C.CN(C)P(=O)(N(C)C)N(C)C
maximum force	0.1357	hartree/bohr
frontier orbital gap	5.159	eV

***

# C24H27FN6O3S

A single C24H27FN6O3S molecule (the ωB97M-V functional and the def2-TZVPD basis, the OMol25 dataset).

Element x y z (Å)
C  6.755  2.516  -2.831
C  5.798  1.339  -2.847
O  6.164  0.187  -2.835
N  4.492  1.739  -2.871
C  3.332  0.958  -2.914
C  2.104  1.610  -2.800
C  0.926  0.897  -2.841
C  0.948  -0.488  -3.003
N  -0.285  -1.149  -3.013
C  -0.523  -2.479  -2.919
O  0.309  -3.358  -2.972
C  -1.999  -2.789  -2.682
S  -2.295  -2.834  -0.880
C  -2.122  -1.139  -0.520
N  -2.267  -0.158  -1.371
N  -2.052  0.987  -0.702
C  -1.781  0.700  0.540
C  -1.477  1.762  1.551
N  -1.843  1.466  2.907
C  -3.131  1.136  3.269
C  -4.227  1.368  2.434
C  -5.508  1.067  2.856
C  -5.699  0.528  4.114
F  -6.954  0.228  4.524
C  -4.634  0.282  4.963
C  -3.358  0.584  4.536
N  -1.806  -0.660  0.721
C  -1.502  -1.473  1.868
C  0.009  -1.577  2.150
C  0.853  -1.985  0.926
C  1.565  -0.689  0.541
C  1.709  -0.025  1.906
O  0.504  -0.318  2.592
C  2.171  -1.140  -3.120
C  3.351  -0.424  -3.073
H  7.774  2.144  -2.799
H  6.574  3.140  -1.959
H  6.623  3.117  -3.728
H  4.322  2.735  -2.847
H  2.075  2.684  -2.677
H  -0.020  1.409  -2.737
H  -1.086  -0.533  -2.869
H  -2.677  -2.057  -3.117
H  -2.227  -3.796  -3.026
H  -1.984  2.671  1.209
H  -0.402  1.962  1.535
H  -1.112  1.026  3.448
H  -4.086  1.784  1.449
H  -6.357  1.244  2.215
H  -4.811  -0.141  5.938
H  -2.515  0.398  5.186
H  -1.889  -2.476  1.672
H  -2.009  -1.071  2.747
H  0.122  -2.307  2.965
H  1.582  -2.741  1.214
H  0.247  -2.392  0.120
H  0.943  -0.077  -0.114
H  2.519  -0.858  0.049
H  2.561  -0.450  2.455
H  1.818  1.060  1.867
H  2.195  -2.210  -3.243
H  4.295  -0.935  -3.160

Values from the calculation:
highest occupied orbital energy	-7.991	eV
spin multiplicity	1
SMILES	CC(=O)Nc1ccc(NC(=O)CSc2nnc(CNc3ccc(F)cc3)n2C[C@H]2CCCO2)cc1
maximum force	0.0218	hartree/bohr
frontier orbital gap	8.459	eV